113
Properties=species:S:1:pos:R:3:forces:R:3 method="wB97M-V/def2-TZVPD" gap_ha="0.261 / 0.257" multiplicity=2 homo_ev="-5.017 / -5.036" e_lumo_ev="2.09 / 1.95" s2=1.00 total_energy_ha=-3771.85812 total_charge=-1
Ru 0.2678 -0.0964 -0.4875 2.0 -1.6 3.1
C 7.0924 -2.9053 5.3462 0.0 0.0 0.0
C 6.2029 -2.2399 4.3414 0.1 0.1 0.0
C 6.7470 -1.5536 3.2647 -0.1 -0.1 0.0
C 5.9281 -1.0086 2.2922 -0.1 0.2 -0.1
C 4.5564 -1.1321 2.4014 -0.2 0.2 -0.5
C 3.9958 -1.7842 3.4837 -0.1 0.0 0.1
C 4.8187 -2.3299 4.4528 0.0 0.1 -0.1
S 3.5850 -0.8493 0.8968 -0.3 -0.4 0.4
O 3.2109 -2.2008 0.5745 0.0 0.0 0.1
O 4.4697 -0.1692 -0.0209 0.1 0.3 0.1
N 2.2201 -0.0254 1.1867 -0.5 -1.5 -1.0
C 2.2251 1.1590 1.8251 0.9 1.0 0.6
C 3.3674 1.7675 2.3699 -0.6 -0.6 -0.7
C 3.2628 2.9164 3.1340 -0.7 0.8 0.4
C 2.0328 3.4843 3.4160 0.7 0.1 0.1
C 0.8580 2.9340 2.8651 0.2 -0.3 -0.2
C -0.4375 3.4252 3.1354 -0.6 -0.6 -0.6
C -1.5296 2.8117 2.5466 0.5 0.8 1.0
C -1.3313 1.7638 1.6586 1.1 -0.9 -0.5
N -0.1197 1.2857 1.3762 -0.9 0.6 0.1
C 0.9602 1.8055 2.0080 0.0 0.4 0.5
H 8.1348 -2.6771 5.1434 0.1 0.0 0.0
H 6.9603 -3.9851 5.3084 0.0 -0.1 0.0
H 6.8522 -2.5802 6.3553 0.0 0.0 0.2
H 7.8205 -1.4792 3.1586 0.1 0.0 0.0
H 6.3332 -0.5133 1.4223 0.1 0.0 -0.1
H 2.9232 -1.8906 3.5313 -0.1 -0.1 0.1
H 4.3919 -2.8743 5.2835 -0.1 0.0 0.1
H 4.3300 1.3212 2.1744 0.1 0.2 0.0
H 4.1659 3.3717 3.5197 0.0 0.0 0.1
H 1.9612 4.3595 4.0499 0.0 0.0 0.0
H -0.5654 4.2588 3.8124 0.0 0.1 0.0
H -2.5327 3.1429 2.7691 -0.1 0.0 -0.1
H -2.1673 1.2765 1.1714 0.1 0.1 -0.1
C 1.1909 -4.2805 -1.3923 0.0 0.3 0.3
C 2.3168 -4.1353 -2.1827 0.0 -0.2 -0.1
C 2.8188 -2.8781 -2.4468 0.0 0.5 -0.1
C 2.1867 -1.7369 -1.9427 -0.4 -0.9 -0.1
C 1.0524 -1.8844 -1.1189 -0.1 1.1 -0.6
C 0.5789 -3.1547 -0.8525 -0.2 -0.4 0.2
C 2.6496 -0.3894 -2.2003 -0.7 1.3 0.7
C 3.6707 -0.0697 -3.1061 0.7 0.6 -0.4
C 4.0073 1.2389 -3.3488 -0.4 -0.6 0.3
C 3.3103 2.2705 -2.6751 -0.2 -0.4 0.3
C 3.5458 3.6332 -2.9086 -0.1 0.6 0.2
C 2.8460 4.6026 -2.2202 0.7 -0.2 -0.7
C 1.9110 4.2292 -1.2609 -0.3 -0.8 0.5
C 1.6493 2.8972 -1.0157 -0.2 0.6 0.1
C 2.3188 1.8871 -1.7257 0.6 0.4 -0.4
N 2.0052 0.5875 -1.5199 -0.4 -1.1 -1.4
H 0.7966 -5.2650 -1.1690 0.0 0.0 0.0
H 2.8010 -5.0118 -2.5913 0.1 0.0 0.0
H 3.7237 -2.7863 -3.0291 0.1 0.0 -0.1
H -0.2683 -3.3120 -0.1969 0.0 0.1 -0.1
H 4.1934 -0.8636 -3.6205 0.0 0.0 0.0
H 4.7959 1.4973 -4.0451 0.0 0.0 -0.1
H 4.2879 3.9055 -3.6491 0.0 0.0 0.0
H 3.0230 5.6482 -2.4298 0.0 0.1 0.0
H 1.3773 4.9865 -0.7059 -0.1 0.0 0.1
H 0.8951 2.6138 -0.2982 0.0 0.1 -0.1
C -0.9881 -6.3505 -5.0614 0.0 0.1 0.0
C -1.4744 -5.1501 -4.3010 0.0 0.0 0.0
C -0.6892 -3.9991 -4.2478 -0.2 0.0 0.1
C -1.1477 -2.8616 -3.6070 0.3 -0.1 -0.2
C -2.3877 -2.8875 -3.0000 -0.3 0.4 0.2
C -3.1699 -4.0234 -3.0145 -0.1 0.0 0.1
C -2.7133 -5.1550 -3.6715 0.1 0.0 0.0
S -2.9990 -1.3584 -2.3078 -0.1 0.0 0.6
O -2.8373 -0.3643 -3.3380 0.1 -0.2 0.1
O -4.3646 -1.5791 -1.8693 0.2 -0.2 0.0
N -1.9965 -1.0021 -1.0882 -0.2 0.1 -1.6
C -2.1009 -1.4986 0.1393 -0.4 -0.6 0.7
C -3.1914 -2.1953 0.7132 0.0 -0.1 0.1
C -3.0986 -2.6080 2.0168 0.2 0.1 0.0
C -1.9371 -2.3524 2.7536 0.1 0.0 0.0
C -0.9071 -1.6723 2.1369 0.0 -0.1 0.3
N -0.9888 -1.2595 0.8790 -0.5 0.6 -1.2
H 0.0337 -6.5902 -4.7718 0.1 -0.1 0.0
H -0.9922 -6.1369 -6.1309 0.0 -0.1 -0.1
H -1.6230 -7.2168 -4.8854 0.0 -0.1 0.0
H 0.2839 -3.9941 -4.7206 0.1 0.0 0.0
H -0.5756 -1.9465 -3.5779 0.2 0.0 -0.1
H -4.1351 -4.0010 -2.5350 -0.2 0.0 0.0
H -3.3302 -6.0447 -3.7013 0.0 0.0 0.0
H -4.0702 -2.3663 0.1139 0.0 0.0 0.1
H -3.9213 -3.1394 2.4759 -0.1 0.0 0.0
H -1.8430 -2.6834 3.7759 0.1 0.0 0.1
H 0.0218 -1.4581 2.6557 0.0 0.1 -0.1
C -4.8328 3.0327 -1.5528 0.1 0.0 -0.1
C -4.0140 2.5201 -2.7306 -0.1 -0.1 0.2
C -2.5798 3.1113 -2.8123 -0.3 0.3 0.0
C -2.6048 4.6496 -2.7541 0.1 -0.1 -0.1
C -1.2349 5.2444 -3.0598 -0.2 0.0 0.0
C -2.0727 2.6660 -4.1695 0.3 -0.1 0.2
O -2.4912 3.1173 -5.2142 -0.2 0.2 -0.2
N -1.1123 1.7013 -4.1522 0.2 -0.2 -0.4
C -0.6858 1.0155 -3.0177 0.4 0.1 -0.6
O 0.0066 0.0121 -3.1683 -0.2 0.2 -0.6
N -0.9311 1.5343 -1.8139 0.3 -0.4 0.9
C -1.7448 2.5914 -1.6272 0.1 -0.2 -0.7
O -1.8521 3.1339 -0.5382 -0.1 0.4 0.3
H -5.7120 2.4069 -1.4148 -0.1 -0.1 0.0
H -5.1701 4.0528 -1.7272 0.0 0.1 0.1
H -4.2411 3.0076 -0.6409 0.0 0.0 0.1
H -4.5223 2.7665 -3.6686 0.1 0.0 0.0
H -3.9289 1.4321 -2.6816 -0.1 0.2 -0.1
H -2.9015 4.9401 -1.7457 -0.1 -0.1 -0.1
H -3.3419 5.0204 -3.4710 0.0 0.0 0.1
H -0.4796 4.7938 -2.4198 0.1 0.0 0.1
H -1.2413 6.3176 -2.8808 0.1 0.1 0.0
H -0.9603 5.0672 -4.0967 0.1 0.0 -0.1
H -0.8635 1.2594 -5.0315 -0.2 0.2 0.2

11
Properties=species:S:1:pos:R:3:forces:R:3 method="wB97M-V/def2-TZVPD" gap_ha=0.406 multiplicity=1 smiles="NNC(=O)CF" homo_ev=-10.124 e_lumo_ev=0.93 total_energy_ha=-363.80326 total_charge=0
N 2.0230 -0.7309 0.0375 -0.7 0.8 -0.9
N 0.6039 -0.6589 0.0124 -0.8 -1.2 -0.3
C -0.1118 0.4952 -0.0175 0.0 0.4 -0.1
O 0.4080 1.5889 0.0346 0.1 0.4 0.0
C -1.6560 0.3942 -0.0054 1.3 -0.5 0.5
F -1.9694 -0.9578 0.0638 -0.7 0.1 -0.1
H 2.3235 -0.2301 0.8631 0.1 0.1 0.2
H 2.3259 -0.1478 -0.7551 0.2 -0.3 0.4
H 0.1464 -1.5240 -0.2844 0.3 0.6 0.5
H -1.9635 0.8992 0.9160 -0.1 -0.2 -0.1
H -2.1300 0.8721 -0.8648 0.2 -0.2 0.0

55
Properties=species:S:1:pos:R:3:forces:R:3 method="wB97M-V/def2-TZVPD" gap_ha="0.405 / 0.208" multiplicity=5 homo_ev="-21.744 / -22.134" e_lumo_ev="-10.72 / -16.47" s2=6.01 total_energy_ha=-1297.69439 total_charge=+4
Pd -0.2205 -0.6043 0.2860 0.3 -0.4 0.3
C 1.5906 1.8974 0.0440 -0.1 0.1 -0.1
C 2.6441 0.8268 -0.1072 0.0 0.0 0.0
O 1.9571 -0.4142 -0.3221 0.0 0.0 -0.2
C 2.7783 -1.5907 -0.1698 0.0 0.0 0.0
C 1.8602 -2.7305 0.2055 0.0 -0.1 0.0
O 0.9193 -2.3177 1.2385 0.1 0.1 0.0
C 1.2751 -2.5312 2.6070 0.0 0.0 0.0
C 1.9456 -1.3171 3.2391 0.1 0.0 -0.2
O 1.0620 -0.2235 3.1234 -0.1 0.0 0.4
C 1.5009 1.1093 3.1836 0.1 0.0 -0.1
C 0.5698 1.9425 2.2908 -0.1 0.1 0.0
O 0.5311 1.4625 0.9452 0.2 -0.1 0.1
H 1.0999 2.0910 -0.9092 0.0 0.0 0.0
H 2.0256 2.8315 0.4001 0.0 0.0 0.0
H 3.2710 0.7391 0.7861 0.0 0.0 0.0
H 3.2966 1.0572 -0.9523 0.0 0.0 0.0
H 3.5278 -1.3999 0.6032 0.0 0.0 0.0
H 3.3013 -1.8093 -1.1025 0.0 0.0 0.0
H 2.4274 -3.5978 0.5444 0.0 0.0 0.0
H 1.2363 -3.0309 -0.6355 0.0 0.0 0.0
H 1.9509 -3.3846 2.6903 0.0 0.0 0.0
H 0.3566 -2.7578 3.1466 0.0 0.0 0.0
H 2.9386 -1.0447 2.8684 0.0 0.0 0.0
H 2.0501 -1.4887 4.3342 0.0 0.0 0.0
H 2.5725 1.1853 2.9897 0.0 0.0 0.0
H 1.3164 1.4213 4.2364 0.0 0.0 0.0
H 0.9131 2.9785 2.3171 0.0 0.0 0.0
H -0.4469 1.8938 2.6763 0.0 0.0 0.0
C -2.5148 2.0268 -4.4983 0.0 0.0 0.0
C -3.0777 2.6753 -3.2998 0.0 0.0 0.0
O -2.7315 2.1782 -2.0899 -0.3 0.3 -0.4
H -2.7888 2.5922 -5.3880 0.0 0.0 0.0
H -2.9130 1.0099 -4.6028 0.0 0.0 0.0
H -1.4255 1.9508 -4.4407 0.0 0.0 0.0
H -4.2004 2.8941 -3.3297 0.0 0.0 0.0
H -2.9480 3.8243 -3.2808 0.0 0.0 0.0
H -3.1956 2.6628 -1.3782 0.0 0.0 0.0
O -2.0770 -1.1640 1.2144 0.0 0.0 0.0
C -2.2213 -2.1444 0.4296 0.0 0.0 0.0
O -1.4128 -2.2838 -0.5323 0.0 0.0 0.0
C -3.3413 -3.1298 0.6827 0.0 0.0 0.0
N -3.3029 -4.2635 -0.3211 0.0 0.0 0.0
C -4.6135 -4.2522 -1.1036 0.0 0.0 0.0
C -5.5891 -3.5812 -0.1546 0.0 0.0 0.0
C -4.7568 -2.5213 0.5752 0.0 0.0 0.0
H -3.1773 -3.5499 1.6753 0.0 0.0 0.0
H -3.2074 -5.1581 0.1618 0.0 0.0 0.0
H -2.4931 -4.1672 -0.9401 0.0 0.0 0.0
H -4.8609 -5.2763 -1.3712 0.0 0.0 0.0
H -4.4387 -3.6767 -2.0105 0.0 0.0 0.0
H -6.0185 -4.3001 0.5435 0.1 0.0 0.0
H -6.4136 -3.1355 -0.7068 0.0 0.0 0.0
H -5.1459 -2.3057 1.5669 0.0 0.1 0.0
H -4.7300 -1.5841 0.0185 0.0 0.0 -0.1

51
Properties=species:S:1:pos:R:3:forces:R:3 method="wB97M-V/def2-TZVPD" gap_ha=0.357 multiplicity=1 smiles="C=C(C)CN(CC)C(=O)CN1C(=O)N[C@]2(CCCc3ccccc32)C1=O" homo_ev=-8.913 e_lumo_ev=0.80 total_energy_ha=-1167.18168 total_charge=0
C 0.6382 2.6013 -2.6005 0.0 0.0 -0.1
C -0.0343 1.4640 -2.6542 -0.2 0.1 -0.2
C -1.2829 1.2295 -1.8640 0.1 0.0 0.0
C 0.3942 0.3514 -3.5832 0.3 0.3 0.1
N 0.4956 -0.9493 -2.9284 0.0 0.2 -0.3
C -0.2335 -2.0624 -3.4999 -0.3 -0.3 0.1
C -1.6643 -2.1603 -2.9708 0.2 -0.1 -0.1
C 1.2834 -1.0150 -1.8399 0.0 -0.5 0.0
O 1.9474 -0.0704 -1.4586 0.2 0.1 0.1
C 1.3012 -2.3150 -1.0118 0.0 0.2 0.1
N 1.2282 -1.9036 0.3695 0.1 -0.3 -0.2
C 2.3612 -1.7308 1.1843 0.0 -0.2 0.1
O 3.4598 -2.1498 0.9424 0.4 -0.1 -0.2
N 1.9258 -1.0797 2.2866 -0.1 0.1 0.2
C 0.5315 -0.6971 2.2270 -0.2 0.0 0.3
C -0.2539 -1.3032 3.3959 -0.3 0.0 -0.3
C -1.6694 -0.7441 3.4130 0.0 0.1 0.2
C -1.6138 0.7485 3.7107 -0.1 -0.2 0.0
C -0.6798 1.4682 2.7785 0.0 0.1 0.0
C -0.8201 2.8391 2.5942 0.0 0.0 0.0
C 0.0212 3.5396 1.7513 -0.1 0.1 0.0
C 1.0210 2.8691 1.0676 0.1 0.0 -0.1
C 1.1748 1.5071 1.2391 0.0 0.1 0.0
C 0.3398 0.8036 2.1015 0.0 0.2 0.0
C 0.1202 -1.3134 0.8896 0.0 -0.2 0.2
O -0.9699 -1.2945 0.3667 -0.1 0.0 0.0
H 0.3183 3.4128 -1.9702 -0.1 0.2 0.1
H 1.5380 2.7613 -3.1688 0.2 -0.1 -0.1
H -1.1811 0.3549 -1.2244 -0.1 -0.1 0.0
H -2.1287 1.0602 -2.5309 -0.1 0.0 0.0
H -1.5007 2.0865 -1.2328 -0.1 0.1 0.1
H -0.3389 0.2564 -4.3881 0.0 -0.1 0.0
H 1.3666 0.6076 -4.0180 -0.1 0.0 -0.1
H -0.2496 -1.9291 -4.5862 0.1 -0.1 0.1
H 0.3104 -2.9881 -3.3016 0.0 0.1 -0.1
H -2.1283 -3.0782 -3.3224 -0.1 -0.1 -0.1
H -1.6729 -2.1508 -1.8836 0.0 0.0 0.1
H -2.2567 -1.3187 -3.3190 -0.1 0.1 0.0
H 2.2582 -2.8253 -1.1485 -0.1 0.0 0.0
H 0.4659 -2.9817 -1.2175 0.1 0.0 0.0
H 2.5592 -0.7284 2.9838 0.1 -0.1 -0.1
H 0.2595 -1.0506 4.3273 0.1 0.0 0.0
H -0.2626 -2.3906 3.2962 0.1 0.0 0.0
H -2.1306 -0.9097 2.4384 -0.1 0.0 0.0
H -2.2658 -1.2575 4.1690 0.0 0.0 0.0
H -1.2683 0.9019 4.7393 -0.1 0.0 0.0
H -2.6108 1.1869 3.6348 0.0 0.0 0.1
H -1.6086 3.3578 3.1213 -0.1 0.1 0.1
H -0.1094 4.6040 1.6217 0.0 0.1 0.0
H 1.6773 3.3974 0.3941 0.1 0.1 -0.1
H 1.9382 0.9882 0.6793 0.1 -0.1 -0.1

Relative energy (zero: lowest compared OMol25 entry of this formula, charge and spin) (kcal per mole)
0.0; 4.8; 29.9; 8.3